No. 1
Below is a 2-piece molecular cluster, C3H4ClNO overall, with properties calculated with wB97M-V/def2-TZVPD.

Each line ends with the Mulliken charge.
Geometry (Å):
1 C 1.32479 0.05119 1.64252  -0.546
2 C 0.00772 0.08966 1.68643  0.013
3 Cl -0.94538 -1.19039 2.35864  -0.178
4 H 2.04212 -0.66874 2.15620  0.222
5 H 1.88685 0.85907 1.12600  0.213
6 H -0.49448 1.00878 1.17837  0.271
7 N -1.31769 0.42356 -2.96238  -0.436
8 C -0.54450 -0.32742 -2.44981  0.528
9 O 0.31092 -0.96442 -2.01452  -0.378
10 H -2.27036 0.71872 -2.72145  0.291

Calculated values
Electronic energy, a.u.: -706.86449
LUMO level, eV: 0.643
HOMO-LUMO gap, eV: 10.4
HOMO, eV: -9.79
SMILES: C=CCl.N=C=O

=====

No. 2
Below is an isolated ion of composition C4H9FN4O3P and charge +1, with properties calculated with wB97M-V/def2-TZVPD.

Each line ends with the Mulliken charge.
Geometry (Å):
1 C 1.73085 1.38731 0.39089  -0.971
2 C 1.86671 0.07128 -0.32745  0.066
3 F 3.11293 -0.43868 -0.17812  -0.289
4 N 0.97980 -0.98185 0.24730  0.057
5 C 1.25043 -1.84921 1.22474  0.117
6 N 0.18934 -2.61936 1.43433  -0.384
7 N -0.73899 -2.23092 0.59724  -0.379
8 N -0.27706 -1.25531 -0.12088  0.695
9 C -1.10432 -0.54538 -1.09703  -0.595
10 P -2.45150 0.42270 -0.23567  1.106
11 O -3.65585 -0.37390 -0.17204  -0.581
12 O -1.77984 0.77778 1.16369  -0.497
13 O -2.51870 1.82724 -0.97864  -0.529
14 H 1.70148 1.24812 1.47058  0.351
15 H 0.83481 1.91300 0.06010  0.238
16 H 2.59404 1.99986 0.13451  0.401
17 H 1.63706 0.12810 -1.39162  0.340
18 H 2.20191 -1.90508 1.72629  0.467
19 H -1.57986 -1.30918 -1.71062  0.343
20 H -0.46042 0.06841 -1.72338  0.336
21 H -1.52071 1.70098 1.27002  0.354
22 H -2.01215 1.96407 -1.78425  0.356

Calculated values
Electronic energy, a.u.: -1043.55183
LUMO level, eV: -4.639
Net charge: +1
HOMO-LUMO gap, eV: 10.3
HOMO, eV: -14.95
SMILES: C[C@@H](F)n1cnn[n+]1CP(=O)(O)O

=====

No. 3
Below is C22H11Cl8N4O3ReS as an isolated structure, with properties calculated with wB97M-V/def2-TZVPD.

Each line ends with the Mulliken spin population.
Geometry (Å):
1 Re 0.67983 -1.68930 0.04716  2.597
2 N 2.95123 -0.30640 3.54318  -0.003
3 C 2.18842 -0.48705 2.46117  0.040
4 S 1.92760 -2.16337 1.98009  0.078
5 N 1.66946 0.55054 1.87819  0.001
6 N 0.88709 0.25353 0.80387  -0.057
7 C 0.27452 1.22868 0.21561  0.006
8 C 0.31628 2.62257 0.70284  0.021
9 C 1.46923 3.38488 0.55298  0.015
10 C 1.47703 4.70000 0.98780  0.000
11 C 0.34448 5.24579 1.57839  0.002
12 C -0.80180 4.47990 1.73227  -0.001
13 C -0.82236 3.16617 1.28774  0.011
14 C -0.41059 0.88060 -1.03333  0.046
15 C -1.00598 1.83679 -1.83032  0.005
16 C -1.50121 1.46508 -3.07321  0.006
17 C -1.35673 0.15535 -3.48551  -0.008
18 C -0.75876 -0.75429 -2.63066  -0.024
19 N -0.32256 -0.41462 -1.41651  0.063
20 H 3.40075 -1.07876 4.00020  0.003
21 H 3.12192 0.63065 3.86931  0.001
22 H 2.35069 2.94885 0.10003  0.002
23 H 2.36907 5.29979 0.86849  0.000
24 H 0.35664 6.27204 1.92003  0.000
25 H -1.68171 4.90365 2.19701  0.000
26 H -1.71436 2.56227 1.40770  0.001
27 H -1.05013 2.86002 -1.48713  0.001
28 H -1.96647 2.19969 -3.71591  0.000
29 H -1.68678 -0.17491 -4.45940  0.001
30 H -0.60942 -1.77786 -2.93101  -0.004
31 O 1.23938 -4.87972 -0.12913  0.069
32 C 0.98594 -3.79077 -0.17847  -0.035
33 Cl -0.97003 -0.63381 3.03123  0.006
34 C -1.86651 -1.67438 1.98342  0.080
35 C -1.28788 -2.16263 0.80064  -0.100
36 C -2.13252 -2.98375 0.04090  0.030
37 Cl -1.53882 -3.67902 -1.44846  0.033
38 C -3.43567 -3.31437 0.39236  -0.030
39 Cl -4.39126 -4.33311 -0.60003  -0.002
40 C -3.96237 -2.80246 1.57542  0.049
41 Cl -5.56080 -3.18594 2.03979  0.009
42 C -3.17158 -1.97850 2.37336  -0.031
43 Cl -3.82144 -1.34944 3.82921  -0.002
44 Cl 1.72075 -3.26252 -3.40301  0.001
45 C 3.08541 -2.10720 -3.18149  -0.003
46 Cl 4.41018 -2.93265 -2.36693  0.001
47 Cl 3.59714 -1.49872 -4.73227  0.001
48 C 2.48639 -0.97683 -2.29562  0.005
49 O 2.16714 0.07987 -2.76248  0.019
50 O 2.35112 -1.33431 -1.03951  0.099

Calculated values
Electronic energy, a.u.: -5447.53868
2S+1: 4
LUMO level (alpha / beta), eV: -4.186 / -5.489
Net charge: +1
HOMO-LUMO gap (alpha / beta), eV: 7.4 / 6.3
HOMO (alpha / beta), eV: -11.58 / -11.82

=====

> Look up the electronic energy of the second one.

-1043.55183 a.u.